[1]
Entry from OMol25: C6H9Ca2ClN3O4 as an isolated structure at a distorted geometry (ωB97M-V with the def2-TZVPD basis set).

Results
Energy (eV): -68388.095
Net charge: +3
2S+1: 1
ΔE to the lowest compared entry with this formula, charge and spin (kcal per mole): 84.1
Highest occupied orbital energy (eV): -15.62

Each line ends with the Mulliken charge.
Element x y z (Å)
Ca: 18.16354 3.88141 5.44158  1.937
Ca: 15.92887 10.75332 12.80739  1.948
Cl: 18.08796 6.44511 10.47964  1.645
O: 17.72797 5.78001 11.70728  -0.659
O: 19.51627 6.53607 10.39483  -0.601
O: 17.64684 5.65740 9.38076  -0.676
O: 17.55596 7.74993 10.54727  -0.684
C: 23.18555 4.27267 9.30795  -0.580
C: 22.34022 4.20849 8.09014  0.281
N: 21.70720 4.23161 7.06292  -0.425
H: 24.03591 3.59176 9.27107  0.320
H: 22.58548 4.09053 10.19949  0.258
H: 23.51582 5.30908 9.37791  0.197
C: 22.42376 10.50266 9.69687  -0.620
C: 23.55102 9.62610 9.31581  0.222
N: 24.45017 8.99019 9.05000  -0.339
H: 21.49414 10.12912 9.26749  0.235
H: 22.68046 11.54061 9.48508  0.304
H: 22.47799 10.35080 10.77488  0.202
C: 21.72042 7.53016 14.53903  -0.676
C: 20.46796 8.40495 14.36425  0.245
N: 19.46450 9.02279 14.25666  -0.371
H: 21.91295 7.01267 13.59922  0.227
H: 21.57439 6.78298 15.31909  0.305
H: 22.63795 8.11857 14.53551  0.304

=====

[2]
Entry from OMol25: a 2-piece molecular cluster, C6H9Cl overall at a distorted geometry (ωB97M-V with the def2-TZVPD basis set).

Results
Energy (eV): -18881.807
Net charge: 0
2S+1: 3
ΔE to the lowest compared entry with this formula, charge and spin (kcal per mole): 75.2
Highest occupied orbital energy (spin up / spin down) (eV): -5.05 / -10.17

Each line ends with the Mulliken charge.
Element x y z (Å)
C: -1.22232 1.95394 1.70457  -0.244
C: 0.65421 -1.64303 0.88319  -1.072
C: 0.48092 -1.32835 -0.41361  -0.376
C: -0.44457 1.44644 2.46371  0.030
C: -0.54526 0.35747 -1.82643  -1.439
C: 0.75761 0.00285 -1.05235  0.119
Cl: 0.63734 0.66554 3.35318  -0.186
H: 0.05304 -2.05093 -1.08249  0.403
H: -1.81528 2.45174 1.05130  0.406
H: 0.49686 -2.64715 1.26580  0.269
H: 1.04974 -1.15351 1.67136  0.483
H: -0.59904 -0.14545 -2.79815  0.380
H: -0.47944 1.30006 -2.03348  0.461
H: -1.42306 0.07403 -1.26409  0.388
H: 0.75440 0.79966 -0.19142  0.106
H: 1.64488 -0.08330 -1.73109  0.273

=====

[3]
Entry from OMol25: a 2-piece molecular cluster, C6H9ClFO2P overall at a distorted geometry (ωB97M-V with the def2-TZVPD basis set).

Results
Energy (eV): -34985.720
Net charge: 0
2S+1: 3
ΔE to the lowest compared entry with this formula, charge and spin (kcal per mole): 5.0
Highest occupied orbital energy (spin up / spin down) (eV): -7.66 / -8.97

Each line ends with the Mulliken charge.
Element x y z (Å)
C: 0.58983 0.09970 -0.78030  -0.782
C: -0.64307 0.07725 -0.22331  0.153
C: 1.82348 0.44871 0.05268  0.353
C: -3.44109 0.98806 0.21632  -1.253
C: -2.91124 -0.40028 -0.21935  -0.241
C: 3.11839 0.43854 -0.53471  0.461
O: 1.64222 0.67810 1.27637  -0.598
O: -1.68982 -0.29497 -0.88582  -0.401
F: 3.27685 0.26744 -1.91116  -0.219
P: 3.25146 -2.11138 0.42651  -0.010
Cl: 4.30704 1.39521 0.22581  -0.071
H: 0.78958 -0.36238 -1.65883  0.425
H: -0.59627 0.55109 0.80678  0.301
H: -3.16437 1.07120 1.17591  0.389
H: -3.04130 1.69961 -0.42436  0.344
H: -4.47113 1.09968 0.20336  0.409
H: -3.61087 -0.97151 -0.83460  0.306
H: -2.63927 -0.93463 0.69869  0.325
H: 2.84013 -1.46437 1.52787  0.060
H: 4.56946 -2.27509 0.86216  0.048

=====

[4]
Entry from OMol25: C6H9ClN2O2 as an isolated structure at a distorted geometry (ωB97M-V with the def2-TZVPD basis set).

Results
Energy (eV): -25960.224
Net charge: 0
2S+1: 1
ΔE to the lowest compared entry with this formula, charge and spin (kcal per mole): 123.0
Highest occupied orbital energy (eV): -8.68

Each line ends with the Mulliken charge.
Element x y z (Å)
N: -9.68506 -6.18057 9.90289  -0.523
H: -8.72993 -6.26924 9.58669  0.383
H: -9.95790 -5.29756 9.49552  0.237
H: -9.74412 -6.13731 10.91023  0.339
H: -10.25955 -6.95737 9.60851  0.344
Cl: -9.86679 -3.95683 9.00335  -0.732
C: -7.65048 -1.86605 10.07962  -0.333
C: -8.59371 -2.58041 10.77052  -0.010
C: -8.88049 -2.21464 12.05495  -0.097
C: -8.27936 -1.20712 12.73597  -0.097
C: -7.32824 -0.41538 12.01074  -0.383
C: -7.00137 -0.81138 10.72250  -0.404
N: -8.69727 -0.84442 14.06034  0.981
O: -8.10851 0.06456 14.59923  -0.602
O: -9.61781 -1.40512 14.63572  -0.609
H: -7.54369 -2.03082 9.01762  0.375
H: -9.00079 -3.44399 10.26561  0.001
H: -9.59321 -2.82156 12.59353  0.379
H: -6.78782 0.42898 12.41250  0.405
H: -6.29242 -0.18718 10.19889  0.344

=====

[5]
Entry from OMol25: the molecule C6H9ClS at a distorted geometry (ωB97M-V with the def2-TZVPD basis set).

Results
Energy (eV): -29724.087
Net charge: 0
2S+1: 1
ΔE to the lowest compared entry with this formula, charge and spin (kcal per mole): 24.2
Highest occupied orbital energy (eV): -8.66

Each line ends with the Mulliken charge.
Element x y z (Å)
C: 0.94552 1.94136 0.41880  -1.571
C: -0.03670 0.85382 0.11428  1.463
C: -1.41767 1.22268 -0.27761  -0.736
C: -2.55352 0.56683 -0.37286  -0.227
Cl: -2.86611 -1.03175 0.06972  -0.174
C: 0.31810 -0.41853 0.19739  -0.289
C: 1.72660 -0.82232 0.67946  -0.954
S: 3.11252 -0.62345 -0.44188  -0.175
H: 1.50575 2.33889 -0.47318  0.280
H: 1.68532 1.61853 1.14607  0.370
H: 0.37044 2.85662 0.80094  0.357
H: -1.52789 2.25617 -0.60531  0.255
H: -3.43250 1.09232 -0.80927  0.307
H: -0.29517 -1.12168 -0.39812  0.252
H: 1.92704 -0.34084 1.61374  0.404
H: 1.79168 -1.91139 0.86009  0.356
H: 3.00503 0.66326 -0.80682  0.084

=====

[6]
Entry from OMol25: the molecule C6H9ClS at a distorted geometry (ωB97M-V with the def2-TZVPD basis set).

Results
Energy (eV): -29722.293
Net charge: 0
2S+1: 1
ΔE to the lowest compared entry with this formula, charge and spin (kcal per mole): 65.6
Highest occupied orbital energy (eV): -8.92

Each line ends with the Mulliken charge.
Element x y z (Å)
S: 1.28504 -1.86851 -0.13507  -0.205
C: 1.29070 -0.26512 0.65913  -0.168
C: 2.00699 0.93564 -0.18710  -0.655
C: 0.94665 2.02163 -0.53522  -0.675
C: -0.29910 1.16784 -0.39683  -0.312
C: -1.42821 0.73595 0.51484  0.393
Cl: -2.53574 -0.46639 -0.22488  -0.216
C: -0.06136 0.42131 0.92072  -0.521
H: 0.34727 -1.69694 -1.09204  0.095
H: 1.84281 -0.59804 1.55600  0.333
H: 2.38396 0.42945 -1.13608  0.287
H: 2.92008 1.26107 0.32775  0.359
H: 0.95091 2.84883 0.22024  0.273
H: 1.25485 2.47245 -1.51078  0.291
H: -0.19076 0.41688 -1.17123  0.190
H: -1.83508 1.48541 1.20147  0.342
H: 0.13888 1.10219 1.73560  0.188